Below is a structure of composition C41H50BiFN9O6S2Se, with properties calculated with ωB97M-V with the def2-TZVPD basis set.

Each line ends with the Mulliken charge.
Cartesian coordinates (Å):
Bi1 -0.79271 -0.13215 2.42354  1.92
C1 1.13221 -1.63924 5.07933  -0.70
C2 -0.01805 -1.11544 5.93512  -1.04
N1 -1.07993 -0.47661 5.13931  0.27
C3 -2.44042 -0.93642 5.44664  -0.56
C4 -2.71646 -2.40038 5.11136  -1.01
S1 -2.42875 -2.87949 3.37945  0.13
C5 -1.11874 -4.12641 3.50925  -0.64
C6 0.10998 -3.73069 4.31839  -1.16
N2 0.63313 -2.42430 3.96186  0.48
H1 1.68480 -0.79564 4.67119  0.11
H2 1.81253 -2.20409 5.73467  0.45
H3 -0.45635 -1.93017 6.51585  0.42
H4 0.38932 -0.41129 6.66479  0.43
H5 -1.04741 0.52313 5.29457  0.17
H6 -2.67364 -0.80399 6.51253  0.41
H7 -3.13334 -0.31031 4.88351  0.19
H8 -2.13974 -3.07436 5.74383  0.41
H9 -3.76635 -2.59422 5.33045  0.65
H10 -1.53271 -5.05815 3.89955  0.50
H11 -0.84278 -4.31088 2.46766  0.32
H12 -0.15003 -3.72264 5.37791  0.38
H13 0.85992 -4.52542 4.20944  0.43
H14 1.31187 -2.46619 3.21434  0.11
C7 5.73604 2.58775 -1.29284  -1.06
C8 4.23235 2.80953 -1.33080  -1.03
N3 3.48957 1.75240 -0.63819  0.33
C9 3.06130 1.97211 0.62558  -0.13
C10 2.37787 1.08484 1.39654  0.29
C11 1.92479 1.59821 2.75195  -0.52
O1 2.47186 2.59666 3.19502  -0.77
O2 0.97956 0.95605 3.34909  -0.28
C12 2.09423 -0.21459 0.86671  0.73
O3 1.46312 -1.11154 1.44703  -1.29
C13 2.59846 -0.46682 -0.49284  0.45
C14 2.33147 -1.71155 -1.06960  -0.32
C15 2.72487 -1.95118 -2.34996  0.12
F1 2.46372 -3.14803 -2.93042  -0.45
C16 3.39225 -0.98453 -3.10969  -1.17
C17 3.66103 0.24237 -2.54629  -1.14
C18 3.26360 0.52163 -1.22754  0.82
N4 3.78714 -1.24031 -4.46755  0.36
C19 2.65632 -1.42668 -5.36640  0.00
C20 3.13862 -1.41780 -6.80096  -1.22
N5 4.16488 -2.50924 -6.97220  -0.12
C21 5.31008 -2.34017 -6.00679  -0.89
C22 4.75841 -2.31968 -4.59703  -0.41
H15 6.24752 3.39552 -1.81595  0.40
H16 6.01535 1.64451 -1.76284  0.31
H17 6.09160 2.56980 -0.26277  0.34
H18 3.86004 2.88560 -2.35310  0.45
H19 3.97336 3.74490 -0.83918  0.48
H20 3.27437 2.94866 1.04279  0.58
H21 1.79302 -2.45068 -0.49108  0.52
H22 4.18074 0.97054 -3.15130  0.50
H23 1.95764 -0.60153 -5.23386  0.26
H24 2.09842 -2.35366 -5.16416  0.38
H25 3.64018 -0.48406 -7.04917  0.38
H26 2.33163 -1.60679 -7.50603  0.44
H27 4.51007 -2.52422 -7.93185  0.36
H28 3.71720 -3.41339 -6.80232  0.41
H29 5.78914 -1.39610 -6.26022  0.37
H30 6.00311 -3.16394 -6.16443  0.43
H31 5.58627 -2.14051 -3.91163  0.42
H32 4.33303 -3.30344 -4.35010  0.37
C23 -5.00120 3.49661 -3.30082  -1.56
C24 -4.89255 2.68272 -2.04073  0.83
C25 -3.68875 2.08962 -1.66986  -0.90
C26 -3.59024 1.32951 -0.51527  0.45
C27 -4.71321 1.15767 0.28054  0.01
C28 -5.92162 1.74604 -0.06242  -0.90
C29 -6.00334 2.50357 -1.21969  -0.78
S2 -4.61557 0.14045 1.73054  1.38
O4 -5.74703 0.48142 2.55602  -0.77
O5 -4.46981 -1.22690 1.30133  -0.70
N6 -3.22510 0.53672 2.42384  0.17
C30 -3.01045 1.75412 3.00015  0.33
C31 -3.89758 2.82582 3.19890  -1.04
C32 -3.40603 3.96999 3.78597  -0.52
C33 -2.06796 4.06441 4.17727  -1.08
C34 -1.25556 2.97685 3.95788  -0.52
N7 -1.72770 1.86042 3.39389  0.70
H33 -4.01793 3.71253 -3.71739  0.34
H34 -5.50869 4.44370 -3.11571  0.38
H35 -5.57698 2.96143 -4.05860  0.33
H36 -2.80990 2.23061 -2.28959  0.29
H37 -2.64031 0.89656 -0.22265  -0.06
H38 -6.78129 1.61028 0.58019  0.54
H39 -6.94516 2.96730 -1.48867  0.42
H40 -4.93274 2.73317 2.90855  0.53
H41 -4.07239 4.80856 3.94566  0.43
H42 -1.67286 4.95906 4.63494  0.48
H43 -0.20101 2.96399 4.21115  0.45
C35 -0.52077 2.59179 0.73690  -1.28
O6 -0.49449 1.19248 0.76620  0.29
H44 -1.53418 2.99446 0.86043  0.27
H45 -0.15217 2.93995 -0.23977  0.16
H46 0.11312 3.05424 1.50508  0.28
Se1 -2.45755 -3.03320 -0.07960  0.36
N8 -1.53958 -1.52415 -0.14308  0.02
C36 -1.19375 -1.33499 -1.41347  -0.12
C37 -0.50427 -0.18408 -1.91385  1.10
C38 -0.27924 -0.09300 -3.24868  -0.87
C39 -0.69803 -1.12022 -4.15749  -0.87
C40 -1.33023 -2.23779 -3.72290  -1.00
C41 -1.60439 -2.37251 -2.32618  0.58
N9 -2.26559 -3.38834 -1.79177  -0.92
H47 -0.22342 0.58161 -1.20154  -0.22
H48 0.20708 0.79123 -3.64638  0.53
H49 -0.53686 -0.97950 -5.22059  0.56
H50 -1.67324 -3.00949 -4.39890  0.51

Properties
HOMO (eV): -9.6
Multiplicity: 1
Total charge: +1
E (Ha): -6048.71493



Below is the molecule C7H12, with properties calculated with ωB97M-V with the def2-TZVPD basis set.

Each line ends with the Mulliken charge.
Cartesian coordinates (Å):
C1 3.31969 0.12365 1.27656  -1.14
C2 2.52736 -0.34489 0.14038  0.55
C3 1.73125 -0.66660 -0.70784  -0.36
C4 0.42111 -0.80273 -1.36479  -0.51
C5 -0.53551 -0.12240 -0.36900  -0.79
C6 -2.01830 0.00014 -0.69000  -0.36
C7 -2.71247 0.70343 0.49134  -1.13
H1 2.63593 0.59133 1.99585  0.25
H2 4.05861 0.87488 0.98418  0.29
H3 3.83168 -0.69541 1.78904  0.29
H4 0.15750 -1.85433 -1.53299  0.31
H5 0.40519 -0.30638 -2.34341  0.30
H6 -0.42316 -0.64282 0.59049  0.36
H7 -0.14240 0.88852 -0.20416  0.39
H8 -2.46308 -0.98786 -0.86384  0.31
H9 -2.15564 0.57324 -1.61514  0.29
H10 -3.19596 -0.01081 1.16521  0.28
H11 -1.97545 1.25323 1.09009  0.33
H12 -3.46638 1.42581 0.16804  0.33

Properties
HOMO (eV): -9.3
Multiplicity: 1
SMILES string: CC#CCCCC
E (Ha): -273.84708



Below is a structure of composition C26H46As3ClN5O4Ti, with properties calculated with ωB97M-V with the def2-TZVPD basis set.

Each line ends with the Löwdin spin population.
Cartesian coordinates (Å):
Ti1 0.94838 0.97949 0.93060  0.94
N1 1.20215 -1.16162 1.49094  0.01
C1 2.40328 -1.33766 2.36452  0.00
C2 3.50122 -0.41504 1.87592  0.00
N2 2.93054 0.95198 1.81964  0.01
C3 3.82538 1.99933 1.25241  0.00
C4 3.00126 3.25447 1.07283  0.00
N3 1.85166 2.93575 0.16346  0.01
H1 1.21538 -1.84019 0.73501  0.00
H2 0.34597 -1.33658 2.02508  0.00
H3 2.10998 -1.07237 3.38057  0.00
H4 2.73969 -2.37234 2.37903  0.00
H5 4.38198 -0.45603 2.51681  0.00
H6 3.80696 -0.68976 0.86567  0.00
H7 2.73079 1.24052 2.78186  0.00
H8 4.68713 2.17757 1.89603  0.00
H9 4.19148 1.63534 0.29398  0.00
H10 2.58492 3.57201 2.02758  0.00
H11 3.60932 4.06716 0.68095  0.00
H12 1.13784 3.65490 0.25635  0.00
H13 2.18300 2.99206 -0.79542  0.00
O1 -0.32747 2.66281 6.37665  0.00
C5 -1.36801 1.81804 6.32495  0.00
O2 -2.20278 1.79707 7.17645  0.00
C6 -1.42976 0.89031 5.15382  0.00
C7 -2.17953 -0.27270 5.10262  0.00
Cl1 -3.15850 -1.00694 6.25675  0.00
N4 -2.00169 -0.83657 3.88371  0.00
N5 -1.18932 -0.09539 3.11469  0.00
C8 -0.84256 0.93119 3.87577  0.00
C9 0.09802 1.89062 3.24896  0.00
O3 1.02771 2.37785 3.85212  0.01
O4 -0.10211 2.11764 1.93111  -0.01
C10 -2.57730 -2.04922 3.35229  0.00
C11 -3.93136 -2.08726 3.07095  0.00
C12 -4.46742 -3.24688 2.52567  0.00
C13 -3.64905 -4.33860 2.26487  0.00
C14 -2.29185 -4.28170 2.55745  0.00
C15 -1.74906 -3.13097 3.11240  0.00
H14 0.32816 2.47168 5.68618  0.00
H15 -4.55816 -1.23060 3.28752  0.00
H16 -5.52663 -3.29974 2.31160  0.00
H17 -4.07235 -5.24294 1.84783  0.00
H18 -1.66276 -5.14361 2.37982  0.00
H19 -0.70275 -3.08634 3.39381  0.00
C16 1.89416 -1.64622 -2.03671  0.00
As1 1.87255 0.21856 -1.51799  0.00
C17 3.66111 0.68664 -2.10004  0.00
C18 0.91397 1.16319 -2.93673  0.00
C19 -0.57263 0.89828 -3.22494  0.00
C20 -0.97754 1.84923 -4.35958  0.00
C21 -1.46988 1.27281 -2.03004  0.01
As2 -1.30364 0.37382 -0.30302  0.00
C22 -2.83800 1.18798 0.54828  0.00
C23 -1.96709 -1.42322 -0.52158  0.00
C24 -0.85269 -0.56454 -3.62327  0.00
As3 -0.15152 -1.53103 -5.21375  0.00
C25 -1.44061 -0.90410 -6.53803  0.00
C26 1.39244 -0.52294 -5.88590  0.00
H20 1.05291 -2.20566 -1.63298  0.00
H21 2.82286 -2.08380 -1.67094  0.00
H22 1.87256 -1.71575 -3.12130  0.00
H23 3.81225 1.76492 -2.10308  0.00
H24 3.77157 0.31437 -3.11678  0.00
H25 4.41146 0.22013 -1.46463  0.00
H26 1.50099 0.95902 -3.82897  0.00
H27 1.05328 2.22733 -2.72045  0.00
H28 -0.84746 2.89192 -4.06069  0.00
H29 -2.02736 1.70289 -4.62303  0.00
H30 -0.38290 1.68038 -5.25549  0.00
H31 -2.51568 1.14939 -2.31735  0.00
H32 -1.34367 2.33160 -1.78270  0.00
H33 -3.70917 0.98477 -0.07108  0.00
H34 -2.68456 2.26070 0.63107  0.00
H35 -2.97667 0.76731 1.54036  0.00
H36 -2.78297 -1.40803 -1.24062  0.00
H37 -2.34046 -1.75141 0.45025  0.00
H38 -1.20022 -2.11384 -0.86107  0.00
H39 -1.93361 -0.67361 -3.76038  0.00
H40 -0.60535 -1.22385 -2.79446  0.00
H41 -2.44012 -1.22511 -6.24741  0.00
H42 -1.19728 -1.37484 -7.48958  0.00
H43 -1.42339 0.17693 -6.66137  0.00
H44 2.27561 -0.67229 -5.26366  0.00
H45 1.21506 0.54040 -6.03529  0.00
H46 1.60994 -0.96905 -6.85693  0.00

Properties
HOMO (alpha / beta) (eV): -13.1 / -13.1
Multiplicity: 2
Total charge: +2
E (Ha): -9609.65505



Ordered ΔE to the lowest compared entry with this formula, charge and spin results: 0.0; 38.6; 8.5; unit kcal/mol.